Molecular formula: C3H7OS
Method: DFT, ωB97M-V with the def2-TZVPD basis set

calculated total energy = -16106.8716 eV
energy above the lowest of the compared OMol25 structures with the same formula, charge and spin = 135.6 kJ/mol
E_LUMO = 0.1454 Ha
net charge = -1
spin multiplicity = 1
gap between HOMO and LUMO = 6.5 eV

Each line ends with the Mulliken charge.
CARTESIAN COORDINATES (ANGSTROEM)
S (-1.119, -1.416, -0.050)  -0.74
O (-2.055, 3.148, 0.420)  -0.49
C (1.455, -0.832, -0.671)  -0.90
C (0.659, -1.011, 0.578)  -0.53
C (-1.790, 2.004, 0.132)  0.15
H (0.849, -1.941, 1.104)  0.20
H (-2.344, 1.440, -0.637)  0.24
H (1.309, -1.695, -1.302)  0.25
H (-1.163, 1.358, 0.770)  0.03
H (2.553, -0.883, -0.414)  0.28
H (1.155, 0.051, -1.247)  0.23
H (0.492, -0.223, 1.319)  0.28